one | {"formula": "C3H4Si", "method": "wB97M-V/def2-TZVPD", "elements": ["C", "C", "C", "Si", "H", "H", "H", "H"], "positions_angstrom": [[-0.641, 0.179, -0.210], [1.803, 0.488, -0.195], [0.740, -0.268, -0.481], [-2.072, -0.782, 0.519], [-0.789, 1.114, -0.761], [1.889, 1.598, 0.047], [0.841, -1.266, -0.909], [-1.771, -1.062, 1.990]], "lowdin_charge": [-0.406, 0.108, -0.375, 0.691, 0.028, 0.054, 0.077, -0.177], "homo_energy_ev": [-8.54, -7.99], "orbital_gap_ev": [7.33, 7.09]}

two | {"formula": "C3H4Si", "method": "wB97M-V/def2-TZVPD", "elements": ["C", "Si", "H", "H", "C", "C", "H", "H"], "positions_angstrom": [[-1.347, 0.776, 0.816], [-2.587, 0.215, -0.226], [-0.707, -0.043, 1.087], [-3.560, 0.044, -1.242], [1.491, -0.195, -0.323], [2.619, -0.246, 0.118], [0.422, -0.144, -0.492], [3.669, -0.407, 0.262]], "lowdin_charge": [-0.356, 0.741, -0.153, -0.171, -0.025, -0.001, -0.048, 0.013], "homo_energy_ev": -8.83, "smiles": "C#[SiH].C#C", "orbital_gap_ev": 8.07}

Most stable one: one, least stable one: two.

one | {"formula": "C8H14N2O3", "method": "wB97M-V/def2-TZVPD", "elements": ["C", "C", "O", "N", "C", "H", "C", "N", "C", "H", "C", "O", "O", "H", "H", "C", "C", "H", "H", "H", "H", "H", "H", "H", "H", "H", "H"], "positions_angstrom": [[2.899, -0.819, -1.258], [2.221, -1.136, -0.087], [2.178, -2.153, 0.361], [1.506, -0.108, 0.495], [1.271, 1.053, -0.202], [1.954, 1.378, -0.735], [-0.248, 1.173, -0.517], [-1.050, 0.354, -0.152], [-2.479, 0.508, -0.474], [-2.465, 0.703, -1.447], [-3.217, -0.655, -0.191], [-4.450, -0.841, -0.195], [-2.330, -2.093, -0.344], [-1.401, -1.525, -0.259], [-2.961, 1.241, 0.071], [-0.864, 0.280, 1.534], [0.617, -0.491, 1.709], [0.466, -1.466, 1.842], [1.137, 0.186, 2.504], [-0.867, 1.376, 1.950], [-1.617, -0.287, 1.802], [-0.665, 2.423, -0.445], [-0.119, 1.151, -1.689], [1.262, 2.012, 0.936], [3.619, 0.091, -1.390], [2.274, -0.432, -2.138], [3.329, -1.924, -1.678]], "lowdin_charge": [-0.027, -0.691, 0.173, -0.075, -0.134, 0.010, -0.414, -0.178, -0.099, 0.115, -0.261, 0.103, -0.107, 0.107, 0.133, 0.040, 0.007, 0.057, 0.143, 0.143, 0.030, 0.179, 0.152, 0.190, 0.125, 0.106, 0.174], "homo_energy_ev": -8.74, "orbital_gap_ev": 9.03}

two | {"formula": "C8H14N2O3", "method": "wB97M-V/def2-TZVPD", "elements": ["C", "C", "C", "C", "C", "C", "C", "C", "N", "N", "O", "O", "O", "H", "H", "H", "H", "H", "H", "H", "H", "H", "H", "H", "H", "H", "H"], "positions_angstrom": [[0.708, -2.422, -0.305], [0.191, -1.199, 0.120], [0.457, 0.292, 0.054], [-0.917, -0.317, -0.087], [0.826, 1.017, 1.342], [1.289, 0.912, -1.097], [-2.012, -0.068, 0.977], [-1.588, -0.322, -1.510], [2.063, -2.445, -0.018], [1.127, -1.559, 3.131], [0.428, -1.837, 4.063], [0.020, -3.229, -0.926], [2.252, -1.853, 2.824], [1.776, 1.321, 1.419], [0.488, 0.351, 2.095], [0.321, 1.886, 1.381], [1.965, 0.151, -1.664], [1.853, 1.704, -0.830], [0.623, 1.420, -1.773], [-1.695, -0.417, 1.956], [-2.745, -0.777, 0.905], [-2.588, 0.948, 1.006], [-0.805, -0.344, -2.124], [-2.142, 0.694, -1.610], [-2.101, -1.351, -1.628], [2.402, -1.807, 0.670], [2.643, -3.194, -0.276]], "lowdin_charge": [-0.481, 0.076, -0.321, -0.380, 0.000, 0.003, -0.008, 0.012, 0.210, -0.306, 0.019, 0.094, -0.014, 0.054, 0.049, 0.062, 0.129, 0.028, 0.076, 0.078, 0.042, 0.134, 0.008, 0.131, 0.129, 0.072, 0.101], "homo_energy_ev": [-7.75, -6.93], "orbital_gap_ev": [5.02, 3.33]}

three | {"formula": "C8H14N2O3", "method": "wB97M-V/def2-TZVPD", "elements": ["C", "C", "N", "C", "O", "N", "C", "C", "C", "C", "C", "O", "O", "H", "H", "H", "H", "H", "H", "H", "H", "H", "H", "H", "H", "H", "H"], "positions_angstrom": [[-0.690, -1.649, -2.388], [0.386, -0.643, -2.190], [1.665, -1.269, -1.771], [-0.101, 0.358, -1.125], [-0.545, 1.408, -1.637], [-0.170, 0.126, 0.177], [0.401, -0.959, 0.925], [-0.300, -0.885, 2.296], [-0.488, 0.610, 2.444], [-0.679, 1.183, 1.049], [0.114, 2.438, 0.849], [1.295, 2.357, 0.676], [-0.650, 3.526, 1.057], [-0.916, -2.168, -1.437], [-0.318, -2.454, -3.136], [-1.622, -1.227, -2.806], [0.400, 0.017, -3.039], [1.703, -2.360, -2.246], [2.495, -0.606, -2.276], [1.445, -0.847, 1.069], [0.279, -1.906, 0.385], [0.317, -1.303, 3.107], [-1.308, -1.422, 2.283], [0.434, 1.090, 2.867], [-1.372, 0.825, 3.011], [-1.707, 1.396, 0.935], [-0.069, 4.363, 0.919]], "lowdin_charge": [-0.077, -0.428, -0.014, -0.411, 0.042, 0.017, -0.147, -0.140, -0.126, -0.195, -0.520, 0.134, 0.109, 0.076, 0.104, 0.094, 0.125, 0.149, 0.157, 0.110, 0.111, 0.115, 0.135, 0.144, 0.112, 0.144, 0.181], "homo_energy_ev": -9.23, "smiles": "C[C@H](N)C(=O)N1CCC[C@H]1C(=O)O", "orbital_gap_ev": 10.03}

Most stable one: three, least stable one: one.